{"formula": "C60H168N4O44", "method": "ωB97M-V/def2-TZVPD", "mol_weight_da": 1649.99, "lumo_energy_ev": -0.077, "e_tot_ha": -5915.543819, "elements": ["C", "C", "O", "O", "H", "H", "H", "H", "H", "H", "C", "C", "O", "O", "H", "H", "H", "H", "H", "H", "C", "C", "O", "O", "H", "H", "H", "H", "H", "H", "C", "C", "O", "O", "H", "H", "H", "H", "H", "H", "C", "C", "O", "O", "H", "H", "H", "H", "H", "H", "C", "C", "O", "O", "H", "H", "H", "H", "H", "H", "C", "C", "O", "O", "H", "H", "H", "H", "H", "H", "C", "C", "O", "O", "H", "H", "H", "H", "H", "H", "C", "C", "O", "O", "H", "H", "H", "H", "H", "H", "C", "C", "O", "O", "H", "H", "H", "H", "H", "H", "C", "C", "O", "O", "H", "H", "H", "H", "H", "H", "C", "C", "O", "O", "H", "H", "H", "H", "H", "H", "C", "C", "O", "O", "H", "H", "H", "H", "H", "H", "C", "C", "O", "O", "H", "H", "H", "H", "H", "H", "C", "C", "O", "O", "H", "H", "H", "H", "H", "H", "C", "C", "O", "O", "H", "H", "H", "H", "H", "H", "C", "C", "O", "O", "H", "H", "H", "H", "H", "H", "C", "C", "O", "O", "H", "H", "H", "H", "H", "H", "C", "O", "C", "C", "N", "C", "C", "O", "C", "H", "H", "H", "H", "H", "H", "H", "H", "H", "H", "H", "H", "H", "H", "H", "C", "O", "C", "C", "N", "C", "C", "O", "C", "H", "H", "H", "H", "H", "H", "H", "H", "H", "H", "H", "H", "H", "H", "H", "C", "O", "C", "C", "N", "C", "C", "O", "C", "H", "H", "H", "H", "H", "H", "H", "H", "H", "H", "H", "H", "H", "H", "H", "C", "O", "C", "C", "N", "C", "C", "O", "C", "H", "H", "H", "H", "H", "H", "H", "H", "H", "H", "H", "H", "H", "H", "H"], "xyz": [[1.33289, 0.06035, 5.55715], [0.11200, 0.84396, 5.62948], [-0.06701, 1.65906, 4.42179], [2.57129, 0.78967, 5.63296], [1.39857, -0.44120, 4.59162], [1.39786, -0.64735, 6.38362], [0.03019, 1.60887, 6.40169], [-0.78427, 0.22741, 5.69790], [0.32174, 1.20790, 3.66885], [2.48621, 1.55707, 5.06245], [-5.31388, -2.89664, -1.22016], [-4.82547, -1.57361, -0.52828], [-4.01652, -2.06033, 0.45427], [-4.29459, -3.74702, -1.82559], [-6.05532, -2.60096, -1.96239], [-5.71760, -3.69203, -0.59370], [-5.57555, -0.92106, -0.08144], [-4.29007, -1.05497, -1.32355], [-4.38016, -2.75721, 1.00539], [-4.34421, -4.65174, -1.50840], [2.85676, 1.07953, 1.03341], [3.46255, -0.16614, 1.67339], [2.56831, -1.18246, 2.12563], [1.98694, 1.79029, 1.82589], [2.33309, 0.96539, 0.08428], [3.72812, 1.71782, 0.88705], [4.18341, 0.03944, 2.46471], [3.88125, -0.55964, 0.74713], [3.01440, -2.03224, 2.14733], [1.11332, 1.66485, 1.44818], [-0.62150, -0.51175, 1.04913], [-1.44580, 0.60124, 0.61009], [-0.57538, 1.54961, -0.12473], [0.04207, -0.22852, 2.24382], [0.13697, -0.73161, 0.29781], [-1.30896, -1.35720, 1.02226], [-1.99311, 1.12945, 1.39081], [-2.15812, 0.21425, -0.11857], [-0.91512, 1.67867, -1.01328], [0.96328, -0.22956, 1.97367], [-7.46685, 1.65284, -1.91906], [-7.73533, 0.34929, -2.70593], [-8.99374, -0.07314, -2.29736], [-6.74965, 1.36902, -0.69880], [-8.37678, 2.21468, -1.70817], [-6.76742, 2.30919, -2.43684], [-7.07281, -0.49504, -2.51550], [-7.67015, 0.41395, -3.79205], [-8.96223, -0.13772, -1.34005], [-5.86264, 1.62986, -0.95716], [3.16493, 4.48439, 4.70506], [3.14662, 5.01925, 3.24504], [3.99130, 4.28100, 2.30246], [2.33450, 3.40495, 4.90871], [2.82520, 5.31979, 5.31726], [4.20039, 4.32566, 5.00628], [3.69604, 5.96032, 3.22017], [2.14571, 5.24335, 2.87618], [3.51191, 3.44931, 2.29505], [1.45229, 3.63207, 5.21157], [-7.33011, 0.90858, 2.89216], [-6.14967, -0.13033, 3.00820], [-6.47427, -1.58244, 3.16178], [-8.14977, 0.70191, 1.79102], [-7.00618, 1.94879, 2.85864], [-7.97097, 0.78083, 3.76454], [-5.52066, 0.03710, 3.88251], [-5.60106, -0.05885, 2.06905], [-6.60212, -1.76051, 2.22714], [-7.87810, 1.32230, 1.11064], [2.08909, 0.36678, -6.98753], [0.72493, -0.03936, -6.40300], [0.55114, -1.40698, -6.26032], [2.89789, -0.54705, -7.69956], [2.75749, 0.62371, -6.16575], [2.07638, 1.33998, -7.47824], [-0.09703, 0.42817, -6.94514], [0.65727, 0.40098, -5.40820], [0.88125, -1.80462, -5.45131], [2.23617, -1.07394, -8.15354], [-1.36313, -6.97837, 4.86306], [-0.26760, -6.95860, 3.82351], [0.41734, -5.76502, 4.00626], [-0.70850, -7.38821, 6.18115], [-1.95137, -7.82902, 4.51886], [-1.85158, -6.00434, 4.83496], [-0.63297, -7.21061, 2.82796], [0.46057, -7.73651, 4.05310], [-0.07249, -5.04132, 3.60888], [0.15641, -6.97839, 6.25586], [0.59888, -4.58332, 7.80183], [-0.00030, -3.50164, 7.00819], [-0.83778, -3.92864, 6.02991], [-0.29615, -5.24591, 8.70341], [1.37250, -4.35632, 8.53537], [1.07852, -5.23558, 7.07203], [0.68060, -2.91785, 6.38879], [-0.46935, -2.84230, 7.73851], [-1.05266, -3.17303, 5.47812], [-1.17117, -5.34672, 8.32160], [2.46027, -2.17836, -2.01561], [2.10088, -3.03259, -3.30090], [2.73987, -2.36193, -4.30443], [1.99340, -2.67152, -0.78992], [2.10898, -1.14666, -2.03231], [3.53759, -2.14768, -1.85272], [1.03143, -3.01455, -3.51076], [2.46387, -4.06037, -3.30248], [3.55433, -2.85684, -4.41985], [2.62244, -2.62798, -0.06604], [0.97186, 5.61096, -0.26491], [1.69228, 4.26946, -0.39695], [2.43451, 4.37078, -1.59361], [1.65091, 6.75554, -0.68522], [0.58647, 5.85248, 0.72567], [0.16118, 5.49666, -0.98453], [1.16623, 3.32291, -0.27275], [2.44337, 4.34459, 0.38938], [2.67252, 5.30077, -1.60265], [1.00880, 7.37423, -1.04092], [-1.30779, -4.80412, 0.10613], [-0.38215, -4.36886, 1.23310], [-1.27358, -4.10016, 2.32773], [-1.79329, -6.14538, 0.37418], [-0.84984, -4.78999, -0.88291], [-2.16500, -4.16042, -0.09122], [0.12575, -3.40793, 1.15102], [0.45364, -5.02673, 1.47132], [-2.15675, -4.29585, 2.00632], [-2.47427, -6.39675, -0.25404], [-2.54079, -1.36738, -5.01108], [-3.56819, -0.20214, -5.11878], [-4.44166, -0.44451, -6.20092], [-3.25819, -2.58808, -4.71561], [-1.85944, -1.25400, -4.16787], [-2.10283, -1.29020, -6.00623], [-3.13381, 0.76090, -5.38706], [-4.29382, -0.09915, -4.31195], [-4.83090, -1.29659, -5.99105], [-2.58733, -3.26795, -4.81215], [-3.80216, -2.64055, 5.39454], [-3.00984, -1.63483, 4.58120], [-1.69704, -2.05287, 4.37019], [-3.35606, -2.69664, 6.72256], [-3.67426, -3.62648, 4.94770], [-4.81809, -2.24646, 5.36847], [-2.96523, -0.63176, 5.00543], [-3.28413, -1.57589, 3.52793], [-1.55835, -2.00268, 3.42159], [-2.76886, -3.44953, 6.82230], [3.28352, -4.21461, 5.58819], [4.30350, -2.99154, 5.55828], [5.13162, -3.05428, 4.39576], [3.81803, -5.53033, 6.02344], [2.85537, -4.30861, 4.59021], [2.49639, -4.02018, 6.31668], [4.97378, -2.82600, 6.40172], [3.78297, -2.03425, 5.53099], [5.67066, -2.26392, 4.47563], [4.60403, -5.66362, 5.48860], [-4.61807, -5.21273, 2.40998], [-5.32172, -6.24457, 1.48967], [-4.81235, -6.07999, 0.23522], [-4.91137, -3.83514, 2.46863], [-3.55443, -5.32916, 2.20212], [-4.81941, -5.55505, 3.42506], [-6.38564, -6.02453, 1.57770], [-5.33058, -7.30428, 1.74469], [-5.02551, -6.86942, -0.26774], [-5.82083, -3.66447, 2.72426], [-2.99057, 2.65458, -2.94682], [-3.80930, 2.98064, -1.74221], [-4.00259, 1.73315, -1.10557], [-1.73313, 2.41122, -2.55829], [-2.87097, 3.63562, -3.40654], [-3.55199, 1.95138, -3.56200], [-4.73178, 3.51595, -1.96709], [-3.26363, 3.70485, -1.13735], [-3.13321, 1.45550, -0.80778], [-1.25552, 2.33454, -3.38752], [-6.73320, 5.72102, 7.39215], [-5.82508, 5.32971, 6.42362], [-6.34012, 5.53470, 5.12228], [-5.40507, 4.98830, 4.04852], [-5.06479, 3.55538, 4.10925], [-3.91141, 3.08089, 3.25314], [-3.89089, 3.60036, 1.82236], [-3.76213, 4.98996, 1.81923], [-2.51404, 5.42096, 1.48523], [-7.60262, 5.06538, 7.44051], [-7.14241, 6.70065, 7.14519], [-6.25458, 5.66057, 8.36957], [-6.52043, 6.58485, 4.89251], [-7.28104, 5.01699, 4.93583], [-4.56564, 5.67206, 4.17470], [-5.76077, 5.27533, 3.05897], [-4.73582, 3.42163, 5.05477], [-3.65264, 2.02629, 3.34783], [-2.97807, 3.38792, 3.72508], [-4.82139, 3.27639, 1.35618], [-3.08686, 3.02025, 1.36947], [-2.38969, 6.46037, 1.78898], [-2.51035, 5.38829, 0.39572], [-1.67961, 4.83353, 1.86830], [7.11057, 7.23705, -5.26675], [7.18060, 5.84246, -5.18268], [7.20159, 5.11532, -6.41098], [7.34729, 3.57227, -6.07873], [6.28696, 2.80932, -5.43540], [6.54783, 1.44826, -5.22019], [5.42459, 0.74705, -4.43251], [5.46944, 1.12357, -3.01246], [4.20018, 1.69332, -2.35364], [7.91108, 7.59209, -5.91577], [7.13561, 7.64253, -4.25528], [6.16564, 7.54906, -5.71155], [8.11946, 5.22957, -6.98766], [6.42030, 5.21845, -7.16401], [8.36184, 3.45155, -5.69899], [7.43052, 3.22607, -7.10893], [5.91182, 3.30131, -4.63708], [7.52066, 1.31246, -4.74771], [6.75518, 0.83616, -6.09794], [5.59861, -0.32882, -4.41445], [4.49177, 0.99046, -4.94114], [4.53167, 1.98268, -1.35640], [3.37930, 0.98047, -2.27552], [3.84700, 2.50261, -2.99272], [3.53626, -5.03006, 1.22318], [3.87211, -3.65177, 0.89019], [5.18401, -3.33176, 0.18410], [6.37815, -3.26084, 1.23409], [7.66161, -2.73672, 0.62556], [8.86503, -3.23033, 1.36335], [9.23191, -2.55708, 2.71129], [10.61168, -2.92160, 2.83692], [11.26824, -2.55013, 4.06650], [2.71719, -5.12282, 1.93637], [4.32748, -5.50145, 1.80614], [3.28363, -5.64527, 0.35958], [5.06436, -2.30763, -0.16936], [5.34107, -3.81589, -0.77977], [6.46536, -4.31798, 1.48502], [6.08046, -2.63936, 2.07863], [7.72300, -3.25235, -0.24073], [9.63059, -2.80812, 0.71239], [8.87830, -4.30934, 1.51718], [8.50888, -2.79359, 3.49193], [9.09740, -1.47918, 2.62106], [10.88597, -1.64895, 4.54590], [12.35182, -2.49774, 3.96061], [11.07230, -3.27595, 4.85572], [0.73538, 3.89950, -4.43047], [-0.30046, 3.16436, -5.13722], [-0.52989, 3.42636, -6.49839], [-1.74323, 2.88578, -7.27527], [-1.53221, 2.36265, -8.62194], [-1.11485, 3.31734, -9.54887], [-0.80218, 2.54597, -10.83632], [-0.23601, 3.44927, -11.78361], [-0.02004, 2.76789, -13.06790], [1.47903, 3.17145, -4.10638], [0.33458, 4.54463, -3.64864], [1.30227, 4.44520, -5.18476], [0.16443, 2.80169, -7.06036], [-0.29484, 4.44962, -6.79131], [-2.49132, 3.66779, -7.40533], [-2.31236, 2.12204, -6.74528], [-2.44491, 2.19781, -9.02182], [-0.20264, 3.78519, -9.17858], [-1.78841, 4.16726, -9.65865], [-1.71612, 2.06218, -11.18094], [-0.06121, 1.75913, -10.69501], [0.47297, 3.40197, -13.80477], [-0.83483, 2.22372, -13.54548], [0.74371, 2.00447, -12.91969]], "forces_ev_per_angstrom": [[2.42, -0.57, 0.12], [-2.02, 1.96, -1.43], [0.13, 0.25, 0.83], [-0.45, -0.33, 0.46], [-0.59, -0.62, 0.00], [-0.22, -0.23, -0.12], [0.46, -0.35, 0.47], [0.16, -0.46, 0.20], [-0.11, -0.33, -0.16], [0.09, 0.51, -0.12], [-0.78, -0.79, -0.63], [-0.71, -3.13, -1.04], [3.26, 1.06, 1.75], [0.73, 1.71, -0.72], [-0.08, -0.36, -0.40], [-1.03, 1.10, 1.02], [-0.66, -0.07, -0.65], [0.43, 0.34, 0.34], [-0.64, -0.14, 0.11], [-0.40, 0.31, 0.48], [0.56, 0.00, 0.38], [-0.22, -1.01, -1.33], [-0.73, 0.96, 0.09], [-1.01, 0.94, 1.41], [0.50, -0.81, -0.37], [0.26, 0.00, -0.46], [0.11, 0.33, -0.23], [1.23, -0.27, 0.19], [0.32, -0.21, -0.08], [-0.42, 0.38, 0.15], [-0.02, -1.02, -0.39], [0.17, 1.96, -2.38], [-0.33, -0.21, 1.40], [-0.24, -0.12, 0.33], [-0.17, -0.08, -0.39], [0.13, -0.66, 0.96], [0.20, -0.12, 0.23], [-0.22, -0.24, 0.05], [-0.17, 0.19, -0.34], [0.40, -0.57, 0.85], [1.90, -0.38, -0.50], [0.13, 0.38, 0.44], [-1.56, -0.69, -0.31], [-0.84, 0.25, -0.16], [-0.13, -0.34, -0.10], [-0.39, 0.22, -0.69], [0.93, 0.47, 0.55], [-0.59, 0.62, -0.07], [-0.14, -0.15, 0.18], [0.60, -0.46, 0.85], [-0.21, 2.09, -1.14], [2.19, 0.60, 0.09], [-1.66, -0.12, 1.12], [0.00, -1.39, 0.03], [-0.02, 0.28, 0.14], [-0.04, -0.63, -0.07], [-0.32, 0.39, 0.50], [-0.20, -0.51, -0.12], [0.15, -0.71, -0.50], [0.00, 0.15, -0.19], [0.28, -1.11, 1.26], [-0.37, -0.17, 0.19], [-0.40, 1.99, -0.79], [-0.59, -0.51, -0.99], [0.77, -0.16, 0.49], [0.08, 0.09, 0.27], [0.02, 0.59, -0.21], [0.49, 0.15, 0.12], [-0.44, -0.67, -0.11], [0.17, -0.19, -0.39], [1.79, 1.32, 1.47], [0.57, 0.67, 0.81], [-0.85, -1.39, -1.07], [-1.38, -0.40, -0.40], [-0.19, -0.12, 0.57], [-0.71, 0.02, -0.66], [-0.14, -0.55, -0.47], [0.15, 0.47, 0.10], [0.57, 0.59, 0.00], [0.31, -0.62, -0.47], [2.16, -2.03, 0.67], [0.10, -0.30, 0.86], [1.61, 0.76, -0.84], [-2.13, 0.58, -1.69], [-0.79, 0.11, 0.87], [-0.22, -0.19, 0.64], [-0.17, 0.66, -0.42], [-0.10, -0.25, 0.10], [-0.48, 0.21, 0.13], [0.02, 0.42, -0.32], [0.65, -1.71, 0.77], [0.96, 2.44, 0.74], [-2.23, -2.27, -0.42], [-0.21, 0.14, -0.38], [0.34, 1.00, -0.59], [-0.15, -0.82, 0.07], [1.24, 0.33, 1.08], [-0.43, 0.51, 0.00], [-0.28, 0.38, -0.70], [-0.01, -0.20, -0.38], [0.38, -0.80, 1.09], [-0.43, 0.82, 2.49], [1.08, 0.58, -2.06], [-1.99, -0.89, 0.16], [-0.10, 0.15, -1.12], [0.40, 0.15, -1.08], [-0.20, -0.17, 0.32], [-0.31, -0.17, 0.75], [0.26, 0.56, -0.59], [0.42, -0.20, -0.12], [-3.15, -0.84, -0.32], [2.46, 2.03, 1.31], [-0.30, -0.86, -0.92], [1.83, 0.38, -0.34], [-0.20, -0.73, 0.23], [-0.82, 0.04, 0.25], [-0.54, 0.53, -0.38], [0.13, -0.72, 0.49], [0.39, 0.28, -0.41], [0.11, -0.10, -0.01], [0.43, -0.85, -1.57], [-1.04, 1.22, -0.10], [0.37, -0.41, 0.91], [0.73, 0.37, 0.59], [0.71, -0.15, 0.04], [-0.12, 0.56, 0.79], [-0.05, 0.10, -1.23], [-0.60, -0.80, 0.16], [-0.03, 0.00, 0.28], [-0.08, 0.35, -0.01], [-1.58, 1.12, 0.65], [-0.59, -0.60, -0.04], [-0.10, -0.43, -0.91], [0.34, 0.85, -0.90], [0.46, 0.57, -0.33], [0.58, -0.83, 0.13], [0.51, -0.14, 0.54], [0.81, 0.10, 1.05], [-0.26, -0.28, -0.31], [-0.22, -0.37, 0.08], [0.37, 0.80, -0.44], [-0.05, 0.13, -1.10], [1.99, -0.40, 0.38], [-0.24, 0.33, 0.73], [-0.47, 0.02, -0.34], [-0.34, -0.58, 0.09], [-0.49, 0.07, 0.37], [-1.85, 0.34, 0.26], [0.71, -0.35, 0.16], [0.31, -0.06, -0.14], [1.54, 0.04, 0.91], [-0.68, -0.53, 0.10], [-0.06, -0.26, -0.21], [-0.27, 1.93, -0.64], [-0.08, 0.01, -0.03], [0.22, 0.21, -0.30], [-0.20, -0.95, 0.60], [-0.84, -0.12, -0.16], [0.28, 0.00, -0.32], [0.18, -0.22, -0.06], [0.22, -2.02, 1.58], [-1.25, 1.56, 1.66], [0.48, -0.02, -2.50], [0.01, 0.03, -1.70], [-0.06, 0.11, 0.14], [0.36, -0.49, 0.22], [-0.56, 0.37, -0.49], [0.93, 0.08, 0.93], [-0.05, 0.04, -0.32], [-0.14, 0.01, 0.34], [-2.90, 3.76, -0.70], [0.47, -0.09, -0.11], [-0.84, 0.27, 0.82], [2.87, -2.30, 0.72], [-0.85, 0.18, -1.23], [0.54, -0.31, -0.10], [-0.38, -0.66, -0.16], [0.27, -0.17, 0.41], [-0.08, -0.19, 0.18], [0.89, -0.04, -0.23], [-0.71, -0.07, 0.50], [0.47, -0.24, -1.14], [-0.35, -1.51, -1.01], [1.04, 1.00, 0.03], [0.31, -0.30, -0.34], [0.38, 1.34, 1.22], [-0.83, -1.63, 1.40], [-1.26, -0.51, 0.58], [1.00, 0.88, -1.28], [-0.16, -0.37, -0.13], [0.18, 0.43, 0.39], [0.07, 0.38, -0.11], [0.15, 0.30, 0.21], [-0.54, -0.15, 0.73], [0.94, -0.31, -0.14], [-0.45, -0.26, 0.11], [-0.22, -0.29, 0.29], [-1.34, -0.60, -0.35], [0.40, 0.99, 0.01], [-0.15, 0.35, -0.37], [0.31, 0.54, -0.60], [-0.03, -0.01, 0.12], [0.87, 0.18, -0.41], [-0.03, -0.21, 0.25], [-0.33, -0.05, -0.56], [-0.40, -0.93, -0.61], [0.54, -2.27, 1.28], [-0.24, 0.93, -1.38], [-0.47, 2.40, -1.01], [0.52, -1.68, 1.13], [0.83, 0.54, 1.12], [-2.09, 0.74, 0.18], [2.06, -0.87, -1.81], [0.24, 0.42, 0.22], [0.35, -0.03, -0.12], [-0.22, 0.11, -0.14], [0.40, 0.79, 0.16], [-0.79, 0.70, 0.62], [0.06, -0.22, 0.79], [0.01, -0.61, -0.20], [0.21, -0.27, 0.26], [0.22, -0.12, 0.97], [-0.71, 0.40, -0.85], [-0.14, -0.07, -0.39], [-0.26, -0.04, 0.33], [-0.08, 0.27, -0.34], [0.21, -0.47, -0.08], [0.11, 0.30, 0.43], [0.93, 0.14, 0.20], [1.32, -0.27, -0.56], [-0.62, 1.52, 1.84], [-0.35, -0.67, -1.90], [-1.38, -1.21, 1.40], [-0.22, 1.79, -0.04], [-0.33, 0.19, -1.32], [-0.10, 0.53, 1.33], [-0.83, -0.50, 0.41], [-0.38, 0.91, -0.22], [0.49, 0.00, -0.36], [0.16, 0.23, -0.24], [-0.49, 0.28, 0.28], [0.08, -1.16, 0.47], [0.44, -0.05, 0.87], [-0.09, -0.28, -0.10], [0.13, 0.23, -0.49], [0.55, -0.97, -0.02], [0.18, -0.13, -0.31], [0.53, -0.87, 0.64], [0.39, 0.34, -0.25], [0.00, 0.57, -0.65], [-0.20, 0.10, -0.51], [-0.02, -0.58, -0.13], [0.21, -0.63, -1.94], [-1.43, -0.14, 1.31], [1.65, -1.09, -2.22], [-2.56, 0.74, 1.03], [-0.30, -1.14, 1.17], [2.64, 1.06, -1.08], [0.55, 1.14, -0.24], [-0.85, -0.81, -2.04], [1.31, -0.06, 0.96], [-0.33, -0.03, 0.70], [0.04, -0.25, -0.06], [-0.13, 0.63, 0.12], [1.24, 0.18, -0.01], [-0.26, 0.24, 0.36], [-0.21, 0.63, 0.41], [0.45, -0.17, 0.37], [-0.56, -1.13, 0.85], [0.40, 0.00, -0.24], [-0.51, 0.05, -0.50], [-0.25, 0.03, -0.39], [-0.06, -0.18, 0.60], [-0.51, 0.64, 0.32], [-0.70, 0.50, 0.44], [0.12, -0.34, 0.35]]}